{"formula": "C10H23BN2O3", "method": "wB97M-V/def2-TZVPD", "symbols": ["O", "O", "O", "N", "N", "C", "C", "C", "C", "C", "C", "C", "C", "C", "C", "B", "H", "H", "H", "H", "H", "H", "H", "H", "H", "H", "H", "H", "H", "H", "H", "H", "H", "H", "H", "H", "H", "H", "H"], "coordinates": [[-1.0785, 1.5101, -3.7897], [-0.0220, 1.6281, 0.7928], [-1.1729, 2.6858, -1.7225], [0.5641, -0.1643, 2.8504], [-0.7566, -0.1952, -0.4343], [-0.1340, 0.2749, -1.7054], [-1.9003, -0.5270, 4.1747], [1.9743, -1.1981, -1.4598], [-1.7315, 1.7076, 3.2814], [-1.8776, 0.2539, 2.9138], [2.6719, -1.6174, -2.7464], [-0.6776, -0.2289, 2.0661], [-0.4780, 0.4845, 0.7541], [1.3684, 0.2462, -1.5238], [1.6243, -1.9500, -3.8248], [-0.8141, 1.5629, -2.4101], [-2.7918, 0.1773, 2.3210], [-0.7921, -1.2989, 1.8421], [-0.9322, -0.4550, 4.6578], [2.6501, -1.2396, -0.6093], [3.2751, -2.5058, -2.5411], [-1.6506, 2.3111, 2.3755], [0.8229, 0.8063, 2.8897], [-2.1612, -1.5822, 4.0032], [1.0412, -2.8327, -3.5428], [-0.9072, -1.1958, -0.4354], [2.1072, -2.1810, -4.7606], [-2.6116, -0.1507, 4.8816], [-0.7865, 1.8535, 3.8406], [3.4271, -0.8414, -3.1046], [0.9699, -1.1053, -3.9863], [1.2013, -1.9008, -1.1464], [-0.4186, -0.3536, -2.5776], [-1.4883, 2.3937, -3.8848], [-2.4579, 2.1559, 3.9415], [1.5649, 0.8195, -0.6082], [-0.8141, 2.5193, -0.8355], [1.8827, 0.7616, -2.3375], [1.3100, -0.6287, 2.4004]], "forces_ev_per_a": [[-0.0749, 0.9426, 1.7480], [-0.4501, -0.2309, -0.9370], [0.2673, -0.5109, -0.0680], [-1.1060, 0.7570, 0.3952], [0.4124, 0.8677, 0.1547], [-0.8516, 0.2958, -1.2385], [-0.3089, -1.4578, 0.5205], [0.0111, 1.1652, 0.6875], [1.5259, 1.1211, -0.2777], [0.0965, 0.7377, -0.4270], [0.2690, 0.0671, -0.3111], [0.3405, -1.3677, 0.0404], [-0.1895, -0.1336, -0.8903], [0.6787, -0.3198, -0.1128], [0.7050, -0.0569, 0.3000], [0.2243, -0.0943, -0.0739], [-0.0409, -0.4260, -0.0074], [-0.4043, 0.0951, 0.1032], [0.1392, -0.2164, -0.0066], [0.4557, 0.1082, -0.0141], [-0.0272, -0.0563, -0.0736], [-0.0914, 0.1925, 0.2149], [0.2858, 0.4101, 0.1445], [0.2684, 0.1339, 0.0994], [-0.0395, 0.2170, 0.0920], [-0.1156, 0.2676, 0.6104], [0.1388, -0.0602, -0.4387], [-0.6384, 0.3486, 0.2891], [-0.2291, -0.0594, -0.3006], [-1.1348, -0.7175, 0.4758], [-0.2721, 0.1448, -0.1312], [-0.2093, -0.2503, -0.4207], [0.1122, -0.7929, 1.1312], [0.1306, -0.5075, -0.7480], [-0.7426, -0.3627, 0.0331], [0.2662, -0.2214, -0.3196], [-0.0927, 0.4900, 0.4580], [-0.1076, 0.1782, -0.0498], [0.7990, -0.6975, -0.6516]], "mulliken_charge": [-0.494, -0.751, -0.652, -0.702, -0.070, -0.413, -1.626, -0.693, -1.461, 0.477, -0.552, 0.005, 0.047, -0.637, -1.023, 0.497, 0.380, 0.624, 0.367, 0.319, 0.356, 0.290, 0.263, 0.342, 0.274, 0.400, 0.389, 0.480, 0.309, 0.299, 0.181, 0.338, 0.099, 0.306, 0.444, 0.384, 0.379, 0.563, 0.260], "smiles": "CCCC[C@@H](NC(=O)[C@@H](N)C(C)C)B(O)O", "e_tot_ha": -755.02888, "lumo_energy_ev": 0.60, "homo_lumo_gap_ha": 0.374}

---

{"formula": "C10H23BrFNO2", "method": "wB97M-V/def2-TZVPD", "symbols": ["Br", "F", "O", "O", "N", "C", "C", "C", "C", "C", "C", "C", "C", "C", "C", "H", "H", "H", "H", "H", "H", "H", "H", "H", "H", "H", "H", "H", "H", "H", "H", "H", "H", "H", "H", "H", "H", "H"], "coordinates": [[-2.9905, 0.3282, -3.9002], [3.8394, 2.7451, 2.4470], [3.4166, 1.1361, -1.2411], [-4.3172, -0.4952, 1.3694], [2.5059, 0.6475, -0.2762], [2.8750, -0.7242, 0.1283], [0.6646, -0.3606, -1.7788], [-0.8735, -0.2053, -1.9948], [2.5702, 1.5733, 0.9137], [1.1020, 0.7454, -0.8556], [3.9694, 1.7922, 1.4664], [-3.5711, -1.4275, 0.5949], [-3.9866, -0.4584, 2.7319], [-1.5510, -0.8454, -0.7779], [-3.0785, -0.7802, -0.7156], [-4.2964, 0.5054, 3.1385], [-1.1048, 0.8521, -2.0876], [1.1984, -0.3086, -2.7294], [4.6825, 2.1213, 0.7142], [2.1541, -1.0882, 0.8562], [-4.5198, -1.2313, 3.2994], [-2.7366, -1.8248, 1.1870], [1.1142, 1.6764, -1.4234], [1.9281, 1.1249, 1.6689], [-1.1874, -0.3576, 0.1413], [-1.2615, -1.9021, -0.7302], [4.3273, 0.8929, 1.9704], [-2.9075, -0.5533, 2.8990], [3.8746, -0.7422, 0.5577], [2.8465, -1.3847, -0.7326], [-3.4517, 0.2398, -0.7303], [-3.4742, -1.3572, -1.5460], [0.8210, -1.3644, -1.3764], [2.1380, 2.5194, 0.5948], [0.4345, 0.9014, -0.0107], [-4.2199, -2.2768, 0.3550], [-1.1450, -0.6918, -2.9310], [4.2109, 0.5785, -1.1963]], "forces_ev_per_a": [[-0.9223, 0.3448, -0.9349], [0.0148, 0.3213, -0.0016], [-0.1167, -0.1420, -0.2628], [0.3671, 0.2250, 0.0407], [0.3081, 0.3201, 0.8159], [0.0040, -0.6000, -0.1067], [-0.2864, -0.2484, -0.1759], [1.3986, -0.6656, 0.9911], [-0.0566, 0.0018, -0.2280], [0.0241, 0.2391, -0.6823], [-0.1801, -0.5024, 0.3017], [-0.2931, -0.0830, -0.2758], [-0.2692, 0.0604, 0.1763], [-0.3903, 0.4932, -0.1923], [0.2243, -0.7648, 0.6434], [-0.0585, 0.0287, -0.1105], [-0.2488, -0.0361, -0.1573], [0.0350, 0.1471, 0.0159], [-0.0251, 0.1349, -0.0094], [-0.0458, 0.1114, 0.0203], [0.1654, -0.1150, 0.0080], [0.0349, 0.0919, 0.0261], [0.0998, 0.0754, 0.1116], [-0.0193, 0.0824, 0.0591], [0.1153, -0.1546, 0.0473], [0.0957, 0.0207, 0.0572], [0.1838, -0.0477, -0.1459], [0.0028, -0.1027, -0.0188], [-0.0127, 0.2029, 0.0584], [-0.0449, 0.1432, -0.1247], [-0.0097, 0.0062, -0.3390], [-0.1473, 0.4377, -0.2475], [0.0978, 0.0699, 0.1547], [0.0523, 0.0268, -0.0404], [0.0600, -0.3044, 0.1203], [-0.0170, -0.0214, 0.1212], [0.0124, 0.1674, 0.3141], [-0.1525, 0.0358, -0.0292]], "mulliken_charge": [-0.805, -0.293, -0.434, -0.353, 0.572, -1.083, -0.627, -1.155, -0.520, -0.831, -0.337, -0.764, -0.698, -0.131, -0.583, 0.252, 0.475, 0.358, 0.293, 0.350, 0.263, 0.414, 0.250, 0.369, 0.174, 0.214, 0.297, 0.296, 0.468, 0.449, 0.371, 0.266, 0.385, 0.436, 0.489, 0.353, 0.444, 0.377], "e_tot_ha": -3273.75068, "lumo_energy_ev": -1.02, "homo_lumo_gap_ha": 0.178}

---

{"formula": "C10H23ClErIO2P2", "method": "wB97M-V/def2-TZVPD", "symbols": ["Er", "I", "Cl", "P", "P", "O", "O", "C", "C", "C", "C", "C", "C", "C", "C", "C", "C", "H", "H", "H", "H", "H", "H", "H", "H", "H", "H", "H", "H", "H", "H", "H", "H", "H", "H", "H", "H", "H", "H", "H"], "coordinates": [[-0.0702, -0.4073, -0.3791], [-0.0635, -1.2134, -3.0995], [-0.8415, -0.3966, 2.5954], [-2.8230, -0.0839, -0.3107], [2.7043, -0.1994, -0.1845], [0.0164, 1.8604, -5.2204], [0.1942, 2.9538, 0.5328], [3.4518, -0.0109, -1.8362], [-3.6348, 1.2517, 0.6249], [-0.0043, -0.1397, -6.8500], [0.0072, 1.0106, -6.0067], [-3.6223, 0.0671, -1.9389], [0.1236, 1.8759, 0.1181], [3.6370, -1.6433, 0.4908], [3.5674, 1.1428, 0.7078], [0.1951, -1.4817, 1.6876], [-3.6316, -1.5490, 0.4444], [3.4548, -1.7346, 1.5706], [-3.3420, 1.2063, 1.6819], [3.2569, 2.1105, 0.2954], [-3.3237, 2.2168, 0.2037], [4.7178, -1.5408, 0.3149], [4.6556, 1.0214, 0.5917], [-3.3748, -1.6059, 1.5109], [3.3091, 1.1206, 1.7738], [4.5280, -0.2125, -1.7757], [-0.3128, -2.4532, 1.6144], [1.1716, -1.5488, 2.1819], [3.2886, -2.5604, 0.0005], [-4.7225, 1.1265, 0.5246], [2.9756, -0.7151, -2.5230], [-3.2820, -2.4580, -0.0612], [-3.4507, 1.0801, -2.3247], [3.2849, 1.0115, -2.1934], [-4.7196, -1.4651, 0.3289], [-0.9212, -0.7140, -6.6177], [-4.6960, -0.1215, -1.8286], [0.9041, -0.7293, -6.6222], [-3.1731, -0.6584, -2.6257], [-0.0036, 0.1849, -7.9046]], "forces_ev_per_a": [[-0.1051, -1.6768, 1.0234], [0.0364, -0.1595, -0.4630], [-0.4083, 0.9460, -0.0483], [-1.2646, 0.2048, 0.3941], [1.8577, 0.2049, 0.2390], [-0.0413, -3.7502, -4.0452], [-0.2347, -4.4238, -1.7972], [-0.0242, -0.1046, -0.1627], [0.2228, 0.1842, -0.0095], [-0.0002, -0.0542, -0.4424], [0.0401, 3.4717, 4.2319], [0.1045, -0.1107, -0.0976], [0.2354, 6.0655, 2.1972], [-0.5543, -0.2761, -0.0386], [-0.2447, 0.2288, 0.1464], [0.6563, -1.1539, -1.1980], [0.3564, -0.1761, -0.1516], [0.0512, 0.0166, -0.3170], [-0.1387, 0.0342, -0.2803], [0.1845, -0.1060, 0.1321], [-0.2275, -0.1256, 0.1934], [-0.3796, 0.1666, -0.0112], [-0.3887, 0.0676, 0.0345], [-0.0667, 0.0087, -0.3128], [0.1093, 0.0235, -0.2052], [-0.2116, 0.1194, -0.0816], [0.3168, 0.0216, 0.4903], [-0.4607, -0.2182, 0.0078], [0.1200, 0.0915, 0.1652], [0.3012, 0.1537, 0.0981], [0.2098, 0.1142, -0.0207], [-0.1848, 0.0799, 0.1769], [-0.1052, -0.2316, 0.0287], [0.0537, -0.1755, -0.0175], [0.2477, -0.0067, 0.0240], [0.3003, 0.1835, -0.0152], [0.1723, 0.1061, -0.1455], [-0.2983, 0.1889, -0.0124], [-0.2364, 0.1484, 0.0572], [-0.0010, -0.0808, 0.2336]], "mulliken_charge": [0.444, -0.458, -0.142, 0.725, 0.895, -0.079, -0.150, -1.195, -1.120, -0.690, 0.626, -1.148, 0.282, -1.218, -1.202, -0.887, -1.148, 0.376, 0.330, 0.382, 0.368, 0.417, 0.396, 0.346, 0.369, 0.380, 0.445, 0.341, 0.364, 0.395, 0.326, 0.357, 0.323, 0.334, 0.414, 0.355, 0.392, 0.356, 0.321, 0.379], "e_tot_ha": -3000.37471, "charge": 2, "lumo_energy_ev": [-7.65, -7.65], "homo_lumo_gap_ha": [0.233, 0.232], "multiplicity": 4}